[1]
{
  "formula": "C6H13P",
  "method": "the ωB97M-V functional and the def2-TZVPD basis",
  "species": ["P", "C", "C", "C", "C", "C", "C", "H", "H", "H", "H", "H", "H", "H", "H", "H", "H", "H", "H", "H"],
  "coordinates": [[-4.150, 0.558, -0.009], [-3.184, -0.370, 0.691], [1.867, 0.518, 0.711], [0.176, -1.916, -0.587], [-0.356, -0.575, -0.193], [0.691, 0.489, -0.278], [0.136, 1.848, -0.171], [0.983, 2.549, -0.153], [1.173, 0.388, -1.285], [1.690, 0.773, 1.749], [2.678, 0.975, 0.241], [2.439, -0.380, 0.836], [0.930, -1.659, -1.361], [-1.102, -0.306, -0.876], [-0.562, -0.671, 0.880], [-0.700, 1.938, 0.618], [-2.475, -1.037, 1.217], [-0.496, -2.632, -1.162], [-0.343, 1.978, -1.209], [0.603, -2.470, 0.339]],
  "lowdin_charge": [0.695, -0.585, -0.084, -0.116, -0.326, -0.497, -0.112, 0.080, 0.141, 0.087, 0.056, 0.060, 0.071, 0.071, 0.095, 0.110, -0.039, 0.087, 0.101, 0.105],
  "lumo_ev": 0.71,
  "homo_lumo_gap_ev": 10.727,
  "total_energy_ev": -15718.1438,
  "smiles": "CCC(C)C.C#P"
}

=====

[2]
{
  "formula": "C7H12",
  "method": "the ωB97M-V functional and the def2-TZVPD basis",
  "species": ["C", "C", "C", "C", "C", "C", "C", "H", "H", "H", "H", "H", "H", "H", "H", "H", "H", "H", "H"],
  "coordinates": [[-1.887, 0.328, 0.423], [-0.228, -0.040, 2.331], [1.053, -0.137, -1.995], [-0.476, 0.172, -1.907], [-1.279, 0.166, 1.766], [-0.618, 0.112, -0.399], [1.208, -0.295, 2.479], [1.717, 0.511, 3.025], [1.622, -0.290, -0.679], [-2.311, 1.324, 0.262], [-0.223, -0.874, -0.128], [1.627, -0.345, 1.409], [-2.651, -0.422, 0.198], [1.230, -1.073, -2.545], [-0.775, 1.161, -2.298], [-1.136, -0.565, -2.400], [1.594, 0.682, -2.491], [1.412, -1.249, 2.985], [0.123, 0.833, -0.037]],
  "lowdin_charge": [-0.180, -0.114, -0.107, -0.249, -0.057, -0.326, -0.098, 0.075, 0.168, 0.110, 0.106, 0.073, 0.110, 0.052, 0.106, 0.106, 0.051, 0.074, 0.100],
  "lumo_ev": 1.04,
  "homo_lumo_gap_ev": 10.202,
  "total_energy_ev": -7449.4491
}

=====

[3]
{
  "formula": "C3H6O2",
  "method": "the ωB97M-V functional and the def2-TZVPD basis",
  "species": ["O", "O", "C", "C", "C", "H", "H", "H", "H", "H", "H"],
  "coordinates": [[-1.152, 0.020, 1.428], [1.014, -0.032, -1.198], [1.036, 0.584, 0.106], [-0.129, -0.349, 0.557], [-0.336, -0.441, -0.941], [1.830, 0.273, 0.760], [-1.719, 0.636, 0.956], [-1.036, 0.342, -1.272], [0.836, 1.676, 0.006], [-0.584, -1.400, -1.375], [0.239, -1.308, 0.973]],
  "lowdin_charge": [-0.005, -0.103, -0.122, -0.349, -0.161, 0.109, 0.089, 0.126, 0.138, 0.119, 0.160],
  "lumo_ev": 0.91,
  "homo_lumo_gap_ev": 10.969,
  "total_energy_ev": -7301.3413
}

=====

Computed values of energy relative to the best compared isomer or geometry (same formula, charge and spin) (unit: eV) for the preceding records, in sequence: 2.847, 3.982, 2.337.